No. 1
A single C6H12N2 molecule. Source: the Open Molecules 2025 dataset; level of theory: wB97M-V/def2-TZVPD.

Its SMILES is [H]/N=C/C=C\C(C)(C)N. Its multiplicity is 1. Its LUMO energy is 0.0265 hartree.

Structure (XYZ):
```
20
Properties=species:S:1:pos:R:3:forces:R:3
C 2.2728 0.2545 0.3852 -0.28 -0.08 -0.05
C 0.8009 -1.2347 -0.9741 0.20 0.15 0.21
H 2.8946 0.4860 -0.4723 0.10 0.01 -0.13
C -1.3964 -0.1084 1.1774 0.58 -0.12 0.50
H -0.2105 -1.4877 -1.2713 -0.18 -0.08 -0.07
C 0.8316 0.0175 -0.0867 0.28 -0.25 -0.05
N -3.4526 0.5852 0.2802 -0.65 0.13 0.32
H -0.4168 1.0389 -1.3693 0.12 0.13 0.10
H 1.2272 -2.0872 -0.4417 -0.09 0.02 -0.02
N 0.4732 1.1741 -0.9025 -0.11 0.18 -0.26
H -4.0441 0.6967 -0.5413 0.30 -0.13 -0.13
H 2.6715 -0.6257 0.8837 0.02 -0.07 0.13
H -1.9469 -0.2074 -0.9342 -0.33 0.09 0.23
H 1.3917 -1.0495 -1.8668 0.10 0.00 -0.12
H 2.3130 1.0964 1.0734 0.04 0.10 0.10
C -0.0610 -0.1727 1.1278 -0.47 0.11 -0.24
H 0.3994 2.0047 -0.3226 -0.07 -0.07 -0.09
H -1.9010 -0.1577 2.1333 0.05 -0.04 0.14
H 0.4675 -0.3110 2.0557 0.07 -0.09 0.34
C -2.3140 0.0881 0.0661 0.33 0.01 -0.91
```
Positions in Å, forces in eV/Å.

***

No. 2
A molecular structure, C24H28AsN3O9P2RuS at a distorted geometry. Source: the Open Molecules 2025 dataset; level of theory: wB97M-V/def2-TZVPD.

Its multiplicity is 6. The net charge is -1. Its LUMO energy (alpha / beta) is 0.0935 / 0.0254 hartree.

Structure (XYZ):
```
69
Properties=species:S:1:pos:R:3:forces:R:3
H 0.2099 -2.1725 6.1077 -0.01 0.00 0.00
N -0.3957 1.6316 2.5897 -0.11 -0.14 0.25
H 1.2353 2.8652 -2.5011 -0.17 0.04 -0.24
C 1.4448 -2.4666 -0.2753 0.07 0.11 -0.16
H -2.6246 4.2660 -3.6074 0.03 0.00 -0.01
O 1.9715 2.7072 -1.8078 0.10 -0.09 0.34
C 2.7079 -1.8811 -0.4120 0.01 0.00 -0.03
H -0.0070 4.2539 -3.2607 -0.11 0.09 -0.11
C -2.5645 3.1791 -3.5109 -0.08 0.02 0.00
N 2.0565 2.4837 0.9928 -0.27 -0.46 -0.66
S 3.0019 -0.2125 0.0339 -0.66 0.41 0.06
H -0.8348 2.5440 2.6374 0.07 0.08 -0.17
H 3.8044 3.0113 -0.0280 0.05 0.11 -0.07
H 0.2773 -4.2501 -0.4938 0.01 -0.01 -0.02
H -3.8660 -4.6149 0.7506 0.01 0.02 0.02
H 1.4554 0.7266 2.9144 -0.03 -0.03 0.06
H 2.0570 -2.5428 2.2646 0.01 0.04 0.04
H -1.1848 -1.7846 -2.2769 -0.01 0.00 -0.08
O 0.1760 0.4882 -2.3843 0.30 0.37 0.98
O -0.3798 3.0623 -0.1049 0.23 -0.57 -0.36
C 1.2598 -3.8056 -0.5984 -0.14 0.00 0.05
H 4.4104 -4.5961 -1.5344 0.00 0.01 0.00
C -1.3315 2.7928 -2.6922 -0.17 -0.18 0.27
C 0.1646 -2.0589 5.0317 0.03 -0.01 -0.01
N -0.0757 3.2417 -3.3205 -0.06 0.09 0.01
C -3.2789 -3.9910 0.0878 -0.07 -0.07 -0.04
O -2.1225 0.2770 -3.5105 0.08 0.09 -0.11
O 1.6227 4.8708 -1.3120 0.11 -0.04 -0.15
Ru 0.7739 1.0708 -0.2667 1.38 0.98 -0.18
C -1.7677 -2.4041 -1.6094 0.06 0.06 0.09
P -1.2787 0.9446 -2.4987 -0.81 -0.31 -0.24
H -2.5266 2.7161 -4.4980 0.05 0.01 0.00
C 2.0900 3.7884 -1.0264 0.14 0.06 0.17
H 0.9973 1.9866 4.0849 0.07 -0.04 -0.01
H 2.1639 -5.6177 -1.3027 -0.01 0.00 0.01
O 2.3204 3.7059 2.9168 0.02 -0.08 -0.08
H -0.3591 5.2789 -1.0881 -0.18 0.05 -0.03
C 1.2058 -2.2614 2.8742 0.05 -0.08 -0.24
H -0.4563 1.3551 1.6138 -0.34 0.07 0.17
C 2.8402 3.4568 0.2409 -0.18 -0.06 0.13
H -3.4688 2.8328 -3.0135 0.00 0.01 -0.05
H 2.9936 4.3636 0.8214 0.01 0.00 0.02
C -0.9762 -1.5428 4.4336 0.00 -0.03 0.09
P -1.5268 3.5089 -0.9925 0.02 0.57 -0.09
C -3.5552 -3.9733 -1.2717 0.02 0.02 0.04
As 0.0034 -1.3264 0.3655 0.18 -1.48 0.44
C 0.9923 1.7117 3.0309 0.16 0.18 -0.15
C 1.2545 -2.4173 4.2509 -0.02 -0.01 0.07
C 1.8600 2.7445 2.2903 -0.08 -0.03 0.42
H -3.0068 -3.1468 -3.1801 0.00 0.02 0.01
C -2.7960 -3.1786 -2.1191 -0.01 -0.02 -0.05
C 0.0649 -1.7472 2.2683 -0.12 0.30 0.10
H -1.8203 -1.2474 5.0436 -0.01 0.01 -0.03
H -2.5461 1.4071 -0.7491 0.15 -0.14 0.06
C -1.0211 -1.3764 3.0602 0.05 0.00 -0.16
H -2.0378 -3.2355 1.6643 -0.04 -0.04 -0.03
C 3.5765 -4.0010 -1.1816 0.03 0.01 0.01
O -1.3064 5.0910 -1.2469 0.22 -0.26 0.06
H -1.8985 -0.9453 2.5937 -0.01 0.05 0.07
O -2.9120 3.2042 -0.5481 -0.07 -0.08 -0.08
H 4.7499 -2.2133 -0.9528 0.01 -0.02 -0.04
C 2.3185 -4.5763 -1.0514 0.02 -0.02 0.00
H -0.0755 2.9793 -4.3003 0.05 -0.01 -0.02
C 3.7723 -2.6692 -0.8624 -0.05 -0.03 0.01
C -2.2524 -3.2124 0.6033 0.12 0.08 0.09
O -1.8693 0.7166 -0.9800 0.02 0.23 -0.33
C -1.4955 -2.4120 -0.2441 -0.12 0.17 -0.09
H -4.3643 -4.5735 -1.6685 0.00 -0.01 0.00
H 2.1502 -2.8094 4.7160 0.00 -0.01 -0.01
```
Positions in Å, forces in eV/Å.

***

No. 3
A single C7H10N2OS molecule at a distorted geometry. Source: the Open Molecules 2025 dataset; level of theory: wB97M-V/def2-TZVPD.

Its SMILES is C=[S@@]1(=O)CCc2cnn(C)c21. Its multiplicity is 1. Its LUMO energy is 0.0121 hartree.

Structure (XYZ):
```
21
Properties=species:S:1:pos:R:3:forces:R:3
H 0.6924 2.7358 1.2196 0.34 -0.28 -0.52
S 0.6897 -0.1226 -1.3260 -0.22 4.03 0.88
C -0.9778 -2.6570 0.7352 2.34 2.11 -1.94
C 0.5852 -0.0536 -3.0783 0.97 1.45 4.33
H -1.9580 -2.6132 0.4106 -1.95 -0.57 -1.15
H -0.8952 -3.2613 1.5486 0.35 -1.73 2.30
H -0.2046 -2.8898 -0.0261 -0.86 -0.39 0.22
H -1.3446 1.1185 3.1152 0.42 -0.02 -0.57
H 2.2708 1.4422 -0.2780 1.40 -1.09 0.93
C -0.9913 0.5636 2.2395 -0.20 -1.13 0.76
H -0.2278 0.5029 -3.3894 -1.63 1.07 -1.11
H -0.4184 2.8276 -0.1612 0.53 -1.12 0.93
C 1.3022 1.5547 -0.6515 -2.77 0.96 -0.16
N -0.6501 -1.3061 1.1085 -0.55 3.50 1.25
H 0.6015 -1.0714 -3.1464 -0.33 -2.95 -1.44
O 1.6292 -1.1134 -0.9786 2.68 -2.99 0.21
C -0.2760 -0.2364 0.3323 -0.16 -1.45 -1.41
C -0.3972 0.9131 1.0334 0.31 1.18 -1.24
C 0.2642 2.1116 0.4175 -0.27 0.90 -1.08
N -1.1410 -0.7529 2.2876 -0.04 -1.35 -0.45
H 1.4468 2.3075 -1.4126 -0.37 -0.12 -0.73
```
Positions in Å, forces in eV/Å.

***

Summary of relative energy (zero: lowest compared OMol25 entry of this formula, charge and spin) in kcal per mole
23.24, 36.04, 130.74
(order as listed above)